Entry 1:
Here is a molecular structure, C48H58CrNO5SbSe4 from the OMol25 dataset. Energies are from wB97M-V/def2-TZVPD.

```
118
Properties=species:S:1:pos:R:3:forces:R:3
Cr -0.038416 -0.226746 -0.465589 -0.6755 -2.5509 0.9038
C -3.103627 -2.705988 -2.280573 -0.1419 -0.0470 -0.0846
O -1.857331 -2.153772 -1.928460 0.0055 0.4751 0.0716
C -1.673651 -0.816849 -2.209023 0.2173 -0.1649 -0.5251
C -2.661293 0.177182 -1.965117 -0.1974 -0.0321 -0.1048
C -3.632605 0.111825 -0.801816 0.1445 0.0340 -0.0067
C -2.922355 0.730207 0.411863 0.2047 -0.4161 -0.0546
C -3.220585 2.081394 0.984363 -0.5025 0.4019 0.4037
C -3.008214 2.308943 2.409677 0.2975 -0.0156 0.5142
C -2.287506 1.379357 3.087314 -0.5354 0.4019 -0.3798
C -1.788695 0.168655 2.540864 0.1391 -0.5538 -0.4033
C -1.085131 -0.735797 3.528388 -0.0967 0.1592 -0.1721
C -0.098862 -1.783400 3.087577 0.1922 0.0919 -0.0881
C -0.125170 -2.987604 3.780468 0.1298 -0.0058 -0.1117
C 0.815071 -3.990723 3.591981 0.0118 0.0548 -0.0720
C 1.769806 -3.782530 2.608127 -0.1128 0.0295 0.0400
C 1.840958 -2.598617 1.878098 -0.0566 0.3585 0.1270
C 3.040397 -2.415351 0.979321 -0.0172 0.1007 -0.2095
C 2.914816 -1.963528 -0.465653 -0.2703 -0.0623 -0.1598
C 4.084371 -1.559406 -1.084583 -0.0625 -0.0659 -0.1803
C 4.147421 -1.144970 -2.409185 -0.0377 -0.1298 0.1210
C 2.960977 -1.196798 -3.146827 0.1472 -0.1009 0.0737
C 1.759823 -1.559127 -2.575201 -0.0386 -0.3260 0.0589
C 0.464689 -1.561026 -3.368111 0.1688 -0.2162 0.2199
C -0.545589 -0.483568 -3.003435 -0.3815 -0.4666 0.3337
C -0.534164 0.744839 -3.681561 -0.2980 0.3454 0.0991
C -1.582978 1.643592 -3.600438 0.2856 -0.2400 -0.0465
C -2.604133 1.355649 -2.686599 -0.0098 -0.5151 0.0463
C -1.673192 2.913671 -4.430767 0.0641 0.1512 -0.1317
C -3.010650 2.924089 -5.187766 0.2113 -0.0386 0.0741
C -0.540708 3.026544 -5.451834 -0.1862 -0.0786 0.1724
C -1.613418 4.126451 -3.501607 -0.0168 -0.2096 -0.1149
C 1.696077 -1.917234 -1.188736 1.7513 -0.3765 -0.6757
O 0.563700 -2.160510 -0.627451 -1.1830 0.5826 0.2820
C 5.433703 -0.605332 -3.019273 0.0886 0.0373 -0.1021
C 6.646767 -0.777255 -2.096864 -0.2214 0.0213 -0.1611
C 5.740308 -1.341620 -4.328838 -0.0230 0.0979 0.1667
C 5.256672 0.894167 -3.296851 0.0869 -0.1501 0.0123
C 0.920302 -1.582792 2.156679 0.0819 -0.5998 0.2205
O 1.042847 -0.373899 1.468202 -0.4398 -0.5128 -0.4186
C 1.588528 0.698881 2.214911 0.3756 0.5575 0.1666
C 0.789961 -5.216020 4.498548 -0.0328 -0.1151 0.1052
C 0.903270 -4.743628 5.958462 -0.0180 -0.0824 -0.1551
C -0.528232 -5.974241 4.297235 0.1571 0.0678 0.0417
C 1.947576 -6.185523 4.241658 -0.1782 0.2007 0.0025
C -2.073409 -0.208860 1.241124 -0.4187 0.8084 1.0237
O -1.577447 -1.208810 0.627901 0.0780 -0.2141 -0.4812
C -3.681553 3.499748 3.069390 -0.1043 0.1049 0.1529
C -5.200900 3.346618 2.879936 0.1913 -0.0029 0.1050
C -3.381508 3.556789 4.570107 -0.0790 -0.0981 -0.2516
C -3.216192 4.814987 2.447880 -0.0892 -0.2963 0.0775
H -3.536754 -2.189882 -3.144770 -0.0266 -0.0500 0.0344
H -2.914634 -3.750014 -2.537087 -0.0452 0.0507 -0.0048
H -3.817857 -2.679891 -1.452621 0.0488 -0.0067 -0.0112
H -4.532124 0.691493 -1.031063 0.0741 -0.0822 -0.0153
H -3.915370 -0.905473 -0.534247 0.0023 0.1120 -0.0404
H -3.975493 2.676144 0.480624 -0.0742 -0.0387 0.0453
H -2.072074 1.536299 4.133642 -0.0498 0.1055 0.1495
H -0.570658 -0.096848 4.256539 -0.0498 -0.0350 0.0355
H -1.874635 -1.255499 4.087384 0.1694 0.0045 0.0885
H -0.907277 -3.114992 4.514391 -0.0962 -0.0227 0.1131
H 2.508054 -4.542538 2.401383 0.0978 -0.0579 -0.0123
H 3.708322 -1.695965 1.472915 0.0010 -0.0991 -0.0114
H 3.578820 -3.372121 0.963419 -0.0396 0.1474 0.1102
H 4.981262 -1.563299 -0.484666 0.1602 0.0437 0.0968
H 2.961356 -0.898823 -4.185773 0.0005 0.0685 -0.1857
H 0.708291 -1.458924 -4.428969 -0.0368 -0.0367 0.0513
H -0.022821 -2.525971 -3.195638 0.0559 0.1113 -0.1500
H 0.309156 0.953933 -4.321326 0.1092 -0.0261 -0.1243
H -3.386464 2.082674 -2.517316 -0.0289 0.1061 0.0779
H -3.085481 2.062299 -5.849128 -0.0387 -0.0985 -0.0741
H -3.853299 2.908107 -4.502365 -0.1230 -0.0090 0.0542
H -3.083677 3.828662 -5.787122 -0.0276 0.1289 -0.0887
H -0.542351 2.179397 -6.134955 0.0841 -0.1050 -0.1070
H -0.670865 3.934799 -6.035305 -0.0265 0.1162 -0.0737
H 0.423405 3.090848 -4.954614 0.1848 -0.0347 0.0264
H -2.418109 4.099790 -2.771844 0.0316 0.1006 0.1102
H -0.662445 4.144924 -2.968716 -0.0176 0.0302 0.0346
H -1.703316 5.049835 -4.068877 -0.0481 0.1527 -0.0606
H 6.783423 -1.820061 -1.817662 0.0335 -0.1045 0.0815
H 7.544854 -0.450504 -2.618489 0.0823 0.0651 -0.0545
H 6.547180 -0.173782 -1.197905 0.0014 0.0080 0.1529
H 5.806791 -2.412502 -4.147338 -0.0004 -0.1278 -0.0426
H 4.968948 -1.159914 -5.070929 -0.1049 -0.0432 -0.1373
H 6.689982 -0.999682 -4.736175 0.1180 0.0550 -0.1047
H 5.037242 1.428718 -2.376126 -0.0341 0.0570 0.0888
H 6.166490 1.306546 -3.730291 0.1300 0.0846 -0.0927
H 4.435677 1.071373 -3.986262 -0.1273 0.0277 -0.0963
H 0.846524 1.163586 2.871140 -0.0356 -0.0905 -0.0971
H 2.438708 0.350983 2.808401 -0.0731 -0.0723 -0.0269
H 1.941403 1.446796 1.500758 -0.1039 -0.0998 0.1100
H 0.033727 -4.167421 6.261895 -0.0882 0.0903 0.0363
H 0.993702 -5.598617 6.626936 -0.0227 -0.1160 0.0838
H 1.785401 -4.118181 6.082513 0.0774 0.0635 0.0329
H -1.383631 -5.326049 4.463257 -0.1266 0.0661 0.0177
H -0.587282 -6.356883 3.280983 -0.0460 -0.0513 -0.1212
H -0.594625 -6.812373 4.989546 -0.0092 -0.1165 0.0804
H 2.905467 -5.707769 4.436303 0.1392 0.0310 -0.0386
H 1.855387 -7.039251 4.912486 -0.0038 -0.0609 0.0428
H 1.937521 -6.558436 3.221159 0.0364 -0.0519 -0.1543
H -5.527810 2.359567 3.204675 -0.0762 -0.0744 0.0649
H -5.727758 4.098969 3.461552 -0.1184 0.1483 0.0596
H -5.481352 3.477016 1.838337 -0.0909 0.0155 -0.1593
H -3.761765 2.673617 5.081370 0.0023 -0.0867 0.1289
H -2.311111 3.641757 4.742223 0.1249 -0.0055 0.0677
H -3.856598 4.435318 5.002569 -0.0789 0.0766 0.0192
H -3.420471 4.845348 1.382724 0.0550 0.0291 -0.1223
H -3.728438 5.659352 2.903335 -0.1417 0.1487 0.0848
H -2.148923 4.952649 2.606439 0.0686 0.0410 -0.0953
N -2.087830 1.869763 0.071149 0.4165 -0.5908 -0.2348
C -0.819253 1.623213 -0.133348 -0.8969 1.3684 0.0641
O 2.591316 0.973644 -1.317827 -1.2178 -0.1653 0.1757
C 1.540252 0.542701 -1.112132 2.4721 1.1381 -0.5242
Se 0.496293 5.902622 2.284542 0.1315 -0.1442 -0.9432
Sb -0.132866 5.523077 -0.062565 -1.4472 0.0188 1.4608
Se -2.374167 6.271564 -0.740765 0.8959 -0.1233 -0.1153
Se 1.539169 6.409217 -1.644828 0.2239 0.0494 -0.2683
Se 0.364932 2.942996 -0.503461 0.9387 1.5681 -0.0176
```
Forces are in eV/Å.

The total energy is -358789.4086 eV. For the HOMO energy (alpha / beta), the calculation gives -4.828 / -4.782 eV. Its total charge is -1. As for the multiplicity: 4. For the LUMO energy (alpha / beta), the calculation gives 0.0636 / -0.0057 Ha. For the max |F|, the calculation gives 2.789 eV/A. For the HOMO-LUMO gap (alpha / beta), the calculation gives 6.56 / 4.63 eV.

These are the Mulliken partial charges, in e, on atoms 1 to 8: atom 1 (Cr): -0.0623, atom 2 (C): -1.0474, atom 3 (O): -0.2302, atom 4 (C): -0.1158, atom 5 (C): 0.8217, atom 6 (C): -1.7929, atom 7 (C): 0.9770, atom 8 (C): -0.1137

Entry 2:
Here is a molecular structure, C15H11IrN11O2 from the OMol25 dataset. Energies are from wB97M-V/def2-TZVPD.

```
40
Properties=species:S:1:pos:R:3:forces:R:3
Ir 0.608502 -0.070529 -1.146131 0.0976 0.3461 -1.1011
O -6.679679 -1.250076 0.385359 -0.0882 -0.0121 0.0647
C -6.013563 -0.455853 1.235356 0.1188 -0.0308 -0.0233
O -6.557036 0.008998 2.191125 -0.0407 0.0051 0.0355
C -4.558259 -0.152362 0.946370 -0.0818 -0.0196 -0.0738
C -3.829730 -0.704695 -0.097331 -0.0056 0.0829 -0.0117
C -2.516157 -0.315885 -0.300080 0.1718 -0.0621 -0.1088
C -1.909677 0.598354 0.545779 0.0435 0.1127 -0.0477
C -2.640139 1.162854 1.586686 0.0838 0.0714 0.0893
C -3.950022 0.779277 1.784226 0.0106 0.0486 0.0326
N -0.539125 0.927732 0.283488 -0.4266 -0.7351 0.3960
C 0.187616 1.594351 1.091674 0.1770 0.1275 -0.1095
C 1.572928 1.818217 0.680984 0.1720 -0.0527 0.2781
C 2.446097 2.634863 1.357740 0.1350 0.0409 0.0456
C 3.770678 2.712003 0.928560 -0.0054 0.0521 0.0235
C 4.164820 1.999649 -0.186473 -0.1327 0.0039 0.0063
C 3.229681 1.226392 -0.861280 0.2800 -0.0649 -0.2047
N 1.977191 1.127390 -0.420214 -0.4286 0.2078 0.3414
H -6.150585 -1.551030 -0.359143 0.0741 0.0266 -0.0171
H -4.255432 -1.432247 -0.776115 0.0163 -0.0004 -0.0045
H -1.962193 -0.727904 -1.138748 -0.0479 -0.0935 0.0181
H -2.211646 1.910860 2.240571 -0.0224 -0.0226 0.0038
H -4.536052 1.203101 2.588102 -0.0008 0.0021 -0.0149
H -0.156136 1.940344 2.059779 -0.0377 0.2158 -0.1149
H 2.095818 3.195276 2.213738 0.0428 -0.0485 0.0376
H 4.485195 3.322003 1.464687 -0.0366 0.0140 0.0092
H 5.183542 2.025128 -0.544492 -0.0178 0.0296 -0.0503
H 3.481860 0.684787 -1.763693 -0.0275 -0.0258 0.0548
N 2.657899 -2.778572 -1.395269 -0.0053 0.0051 -0.0012
C 2.575574 -1.943708 -2.479473 0.0417 -0.1534 -0.1087
N 3.310387 -1.999477 -3.561549 -0.0015 0.0766 -0.1585
N 2.882939 -0.959485 -4.320776 -0.0575 -0.0506 0.1316
N 1.945482 -0.308586 -3.736979 0.1579 -0.0649 0.0077
N 1.709626 -0.928362 -2.550349 -0.1509 0.0116 0.1419
C 1.961773 -2.565349 -0.247433 0.0735 0.1327 0.1451
N 2.121001 -3.203657 0.881271 -0.1439 -0.1216 0.0997
N 1.233785 -2.639770 1.746711 -0.0486 -0.0723 -0.1973
N 0.563502 -1.708891 1.198845 0.2703 0.0014 0.1513
N 0.984238 -1.631603 -0.103028 -0.1884 0.0092 0.2093
H 3.315299 -3.543536 -1.422496 0.0298 0.0072 0.0246
```
Forces are in eV/Å.

The total energy is -39049.0672 eV. For the HOMO energy, the calculation gives -12.219 eV. Its total charge is +1. As for the multiplicity: 1. For the LUMO energy, the calculation gives -0.2227 Ha. For the max |F|, the calculation gives 1.158 eV/A. For the HOMO-LUMO gap, the calculation gives 6.16 eV.

These are the Mulliken partial charges, in e, on atoms 1 to 8: atom 1 (Ir): 0.5311, atom 2 (O): -0.4623, atom 3 (C): 0.6442, atom 4 (O): -0.5134, atom 5 (C): 0.7788, atom 6 (C): -1.4792, atom 7 (C): -0.4102, atom 8 (C): 2.0354

Entry 3:
Here is a single C3H5NO3 molecule from the OMol25 dataset. Energies are from wB97M-V/def2-TZVPD.

```
12
Properties=species:S:1:pos:R:3:forces:R:3
C 1.753953 -0.289129 -0.138669 -0.3806 -0.8894 -2.2995
C 0.460450 0.139184 -0.149469 1.2934 -0.0707 0.7006
C -0.417222 0.691355 -1.221475 -1.2998 -0.5739 1.2065
N -1.182943 -0.500375 1.597507 1.0656 -0.3426 -2.9738
O -1.440321 -0.343807 2.716913 -0.4684 0.4263 2.0676
O -0.128397 0.357608 1.140056 0.6733 0.4759 0.5867
O -1.650980 -1.238297 0.774646 -0.0770 -0.1294 0.0401
H 2.337057 -0.371972 0.753871 -0.3446 -0.2955 0.7482
H 2.382123 -0.738396 -1.051187 -1.8738 1.8043 1.6424
H -1.146107 -0.066068 -1.433256 -0.7185 -0.5324 -0.1174
H -1.050311 1.556426 -0.852060 1.3000 -0.6939 -0.5256
H 0.082699 0.803470 -2.136877 0.8303 0.8212 -1.0757
```
Forces are in eV/Å.

The total energy is -10819.1988 eV. For the HOMO energy, the calculation gives -9.918 eV. As for the multiplicity: 1. For the LUMO energy, the calculation gives 0.0226 Ha. For the max |F|, the calculation gives 3.178 eV/A. For the HOMO-LUMO gap, the calculation gives 10.53 eV. As for the SMILES: C=C(C)O[N+](=O)[O-].

These are the Mulliken partial charges, in e, on atoms 1 to 8: atom 1 (C): -0.7116, atom 2 (C): 0.6445, atom 3 (C): -1.0917, atom 4 (N): 1.0819, atom 5 (O): -0.5463, atom 6 (O): -0.3304, atom 7 (O): -0.5183, atom 8 (H): 0.2963

Entry 4:
Here is 2 unconnected molecules or ions with the total composition C2H4IN from the OMol25 dataset. Energies are from wB97M-V/def2-TZVPD.

```
8
Properties=species:S:1:pos:R:3:forces:R:3
C -0.948332 0.227315 -0.053881 3.2763 -0.2887 -0.5650
C -2.139856 -0.196937 0.049041 -4.8566 -1.0198 1.1002
N 0.266139 0.248559 -0.033882 1.0200 0.6170 0.1724
I 3.976955 0.594691 0.229249 1.1159 1.8355 0.1868
H -2.432352 -1.208573 -0.377371 0.5152 1.6141 0.4080
H 3.208497 -0.707546 0.076384 -1.0878 -1.8421 -0.1756
H -2.921367 0.321814 0.713132 1.3964 -0.7782 -1.2930
H 0.990317 0.720674 -0.602670 -1.3795 -0.1377 0.1664
```
Forces are in eV/Å.

The total energy is -11727.4141 eV. For the HOMO energy, the calculation gives -8.841 eV. As for the multiplicity: 1. For the LUMO energy, the calculation gives 0.0269 Ha. For the max |F|, the calculation gives 5.083 eV/A. For the HOMO-LUMO gap, the calculation gives 9.57 eV. As for the SMILES: C=C=N.I.

The computed Mulliken charges, all in e, follow: atom 1 (C): 0.4421, atom 2 (C): -0.8195, atom 3 (N): -0.3174, atom 4 (I): -0.0851, atom 5 (H): 0.2184, atom 6 (H): 0.1024, atom 7 (H): 0.2083, atom 8 (H): 0.2508